16
Properties=species:S:1:pos:R:3 method="wB97M-V/def2-TZVPD" homo_ev=-1.14 lumo_energy_ev=1.929 e_above_lowest_kj_mol=253.22 fmax_ha_per_bohr=0.0626 charge=-1
C 0.45 0.54 1.92
C 1.45 0.28 0.73
F 2.36 1.34 0.57
N 0.67 0.10 -0.54
S 0.80 1.46 -1.67
H -0.63 0.60 1.60
H 0.51 -0.28 2.69
H 0.70 1.56 2.35
H 2.07 -0.64 0.93
H -0.36 -0.02 -0.38
H 0.97 -0.77 -1.00
H 0.64 2.59 -0.90
C -2.43 -1.70 -1.62
O -3.01 -1.54 -2.72
O -2.00 -2.83 -1.18
O -2.18 -0.71 -0.79



22
Properties=species:S:1:pos:R:3 method="wB97M-V/def2-TZVPD" homo_ev=-10.28 lumo_energy_ev=0.519 smiles=CCN.O.O.O.O e_above_lowest_kj_mol=80.57 fmax_ha_per_bohr=0.0322
C 0.61 -2.13 -1.99
C -0.70 -1.80 -1.26
N -0.43 -0.96 -0.06
H 1.23 -2.63 -1.26
H 1.00 -1.20 -2.39
H 0.35 -2.71 -2.86
H -1.12 -2.78 -1.00
H -1.42 -1.28 -1.87
H -0.40 -1.58 0.75
H -1.27 -0.42 0.15
O 0.27 1.48 -1.86
H 0.08 0.64 -1.42
H 1.22 1.47 -2.05
O 1.60 1.20 0.92
H 0.96 1.90 1.04
H 1.01 0.51 0.57
O 1.50 1.68 5.24
H 0.81 1.76 5.90
H 1.20 1.03 4.59
O -2.14 1.65 -0.09
H -2.07 2.62 -0.04
H -2.30 1.57 -1.04



85
Properties=species:S:1:pos:R:3 method="wB97M-V/def2-TZVPD" homo_ev="-7.13 / -7.63" spin_multiplicity=6 s_squared=8.76 lumo_energy_ev="0.205 / -1.450" fmax_ha_per_bohr=0.0467
Ru 0.32 0.12 0.61
C -0.77 0.71 5.42
O -1.76 1.06 4.46
C -2.35 -0.02 3.85
C -3.65 -0.35 4.13
C -4.27 -1.43 3.48
C -3.57 -2.14 2.54
C -2.25 -1.80 2.19
C -1.59 -2.50 1.13
N -0.49 -2.11 0.58
N 0.06 -2.89 -0.37
C 1.16 -2.37 -0.86
O 1.71 -1.29 -0.44
C 1.79 -3.10 -1.99
C 3.14 -2.90 -2.27
C 3.72 -3.49 -3.38
C 2.95 -4.27 -4.23
C 1.61 -4.48 -3.95
C 1.03 -3.90 -2.84
C -1.60 -0.73 2.86
O -0.36 -0.40 2.63
H -0.24 1.62 5.67
H -0.06 -0.02 5.01
H -1.23 0.29 6.32
H -4.19 0.23 4.87
H -5.29 -1.68 3.72
H -4.04 -2.97 2.03
H -2.05 -3.41 0.75
H 3.73 -2.27 -1.60
H 4.77 -3.33 -3.59
H 3.40 -4.73 -5.10
H 1.01 -5.09 -4.62
H -0.02 -4.04 -2.60
C 0.98 2.73 2.55
C 1.88 1.71 1.89
C 2.42 1.94 0.61
C 3.40 1.09 0.08
C 3.98 1.36 -1.28
C 3.85 0.02 0.85
C 3.31 -0.25 2.10
C 3.79 -1.42 2.90
C 2.33 0.60 2.61
H 1.52 3.21 3.37
H 0.09 2.26 2.96
H 0.68 3.50 1.84
H 2.15 2.83 0.07
H 4.95 1.84 -1.19
H 3.32 2.01 -1.86
H 4.10 0.42 -1.83
H 4.60 -0.64 0.43
H 4.70 -1.16 3.45
H 4.03 -2.27 2.26
H 3.05 -1.74 3.63
H 1.92 0.41 3.59
C -0.22 3.26 -1.42
Si -0.87 1.48 -1.12
C -0.75 0.65 -2.89
C 0.74 0.48 -3.21
C -1.41 -0.73 -2.90
C -1.40 1.53 -3.96
C -2.67 1.79 -0.41
C -3.46 0.48 -0.38
C -3.45 2.83 -1.21
C -2.49 2.30 1.03
H -0.89 3.78 -2.11
H 0.78 3.26 -1.86
H -0.18 3.83 -0.50
H 1.25 -0.11 -2.44
H 1.24 1.45 -3.28
H 0.87 -0.04 -4.16
H -1.08 -1.35 -2.07
H -1.16 -1.26 -3.83
H -2.50 -0.66 -2.85
H -0.91 2.50 -4.03
H -2.46 1.69 -3.75
H -1.32 1.05 -4.94
H -3.77 0.18 -1.39
H -4.36 0.58 0.23
H -2.87 -0.34 0.04
H -3.58 2.52 -2.25
H -2.95 3.80 -1.20
H -4.45 2.96 -0.77
H -1.88 1.62 1.63
H -3.46 2.40 1.52
H -2.01 3.28 1.04



12
Properties=species:S:1:pos:R:3 method="wB97M-V/def2-TZVPD" homo_ev=-15.89 lumo_energy_ev=-4.005 e_above_lowest_kj_mol=252.10 fmax_ha_per_bohr=0.1221 charge=+1
C -0.09 1.67 0.29
C 0.97 0.99 -0.10
C -0.85 0.42 0.48
C 0.26 -1.47 -0.52
O 0.36 -0.34 0.26
H -0.49 2.61 0.25
H 1.98 0.84 -0.20
H -1.20 0.15 1.82
H -1.61 0.31 -0.26
H -0.21 -2.12 0.12
H -0.42 -1.25 -1.31
H 1.29 -1.80 -0.84



58
Properties=species:S:1:pos:R:3 method="wB97M-V/def2-TZVPD" homo_ev=-8.38 lumo_energy_ev=0.059 smiles="CCc1ccc2[nH]c(=O)c(CN(Cc3ccco3)S(=O)(=O)c3ccc4c(c3)OCCO4)cc2c1" e_above_lowest_kj_mol=108.76 fmax_ha_per_bohr=0.0212
C -5.20 -2.47 -1.65
C -4.78 -3.10 -0.32
C -3.67 -2.30 0.31
C -3.97 -1.21 1.13
C -2.98 -0.42 1.67
C -1.64 -0.70 1.39
N -0.63 0.07 1.88
C 0.71 -0.09 1.61
O 1.52 0.70 2.08
C 1.04 -1.23 0.76
C 2.48 -1.42 0.39
N 2.95 -0.38 -0.50
C 3.84 0.65 0.02
C 5.19 0.08 0.28
C 6.29 -0.04 -0.53
C 7.27 -0.71 0.24
C 6.70 -0.96 1.45
O 5.44 -0.49 1.48
S 2.08 -0.09 -1.87
O 2.86 0.77 -2.70
O 1.66 -1.36 -2.38
C 0.60 0.81 -1.39
C -0.64 0.29 -1.72
C -1.79 0.95 -1.33
C -1.70 2.15 -0.63
C -0.44 2.71 -0.37
C 0.71 2.02 -0.74
O -0.30 3.92 0.25
C -1.50 4.67 0.28
C -2.66 3.79 0.71
O -2.86 2.75 -0.22
C 0.06 -2.03 0.28
C -1.32 -1.80 0.56
C -2.35 -2.58 0.04
H -5.56 -1.45 -1.49
H -4.36 -2.44 -2.33
H -6.00 -3.05 -2.10
H -5.64 -3.14 0.36
H -4.44 -4.12 -0.50
H -5.01 -0.98 1.35
H -3.23 0.42 2.30
H -0.86 0.85 2.48
H 3.11 -1.40 1.28
H 2.60 -2.38 -0.12
H 3.42 1.08 0.94
H 3.91 1.40 -0.77
H 6.38 0.31 -1.53
H 8.26 -0.98 -0.07
H 7.07 -1.44 2.33
H -0.68 -0.64 -2.26
H -2.77 0.56 -1.55
H 1.67 2.45 -0.52
H -1.33 5.49 0.98
H -1.70 5.08 -0.72
H -3.60 4.35 0.75
H -2.44 3.37 1.70
H 0.32 -2.86 -0.36
H -2.09 -3.42 -0.60



45
Properties=species:S:1:pos:R:3 method="wB97M-V/def2-TZVPD" homo_ev=-15.88 lumo_energy_ev=-9.211 e_above_lowest_kj_mol=0.00 fmax_ha_per_bohr=0.0111 charge=+2
Ru -1.35 -0.22 0.35
N 0.58 1.75 -1.01
P 0.73 0.26 -0.33
C 0.66 0.09 1.45
C 1.09 -1.11 2.04
C 0.64 -1.47 3.30
C -0.32 -0.71 3.94
C -0.78 0.48 3.37
C -0.28 0.91 2.15
C 2.03 -0.62 -1.12
C 1.82 -1.23 -2.36
C 2.88 -1.86 -2.98
C 4.13 -1.88 -2.38
C 4.34 -1.27 -1.15
C 3.29 -0.64 -0.50
C -0.63 2.44 -0.93
C -0.75 3.75 -1.37
C -1.97 4.39 -1.19
C -3.01 3.71 -0.56
C -2.81 2.41 -0.17
N -1.64 1.76 -0.37
H 1.34 2.16 -1.55
H 1.73 -1.78 1.48
H 0.99 -2.39 3.75
H -0.71 -1.03 4.90
H -1.48 1.10 3.91
H -0.50 1.92 1.81
H 0.84 -1.23 -2.82
H 2.73 -2.35 -3.94
H 4.96 -2.37 -2.87
H 5.32 -1.28 -0.69
H 3.45 -0.16 0.46
H 0.09 4.25 -1.82
H -2.10 5.41 -1.53
H -3.96 4.19 -0.38
H -3.60 1.86 0.32
F -2.06 -1.12 -1.45
C -3.08 -0.74 -0.58
F -3.90 0.09 -1.17
H -3.54 -1.59 -0.09
F -1.46 -2.00 1.26
B -1.01 -3.33 0.34
F -0.46 -4.15 1.24
F -2.17 -3.67 -0.25
F -0.10 -2.72 -0.51